{"formula": "C42H64N6O3STi", "method": "ωB97M-V with the def2-TZVPD basis set", "symbols": ["Ti", "C", "N", "C", "C", "C", "N", "C", "C", "C", "C", "C", "C", "C", "O", "C", "C", "C", "C", "C", "C", "C", "C", "C", "C", "C", "C", "C", "C", "C", "O", "C", "C", "C", "C", "C", "C", "C", "C", "H", "H", "H", "H", "H", "H", "H", "H", "H", "H", "H", "H", "H", "H", "H", "H", "H", "H", "H", "H", "H", "H", "H", "H", "H", "H", "H", "H", "H", "H", "H", "H", "H", "H", "H", "H", "H", "H", "H", "H", "H", "H", "H", "H", "H", "H", "H", "H", "H", "H", "H", "H", "H", "H", "N", "C", "S", "N", "N", "C", "C", "C", "C", "C", "C", "N", "H", "H", "H", "H", "H", "H", "H", "C", "O", "H", "H", "H"], "coordinates": [[-1.640, 0.394, 1.401], [3.371, -0.538, 4.036], [2.538, -0.858, 2.911], [1.372, -1.606, 3.306], [3.284, -1.494, 1.853], [2.504, -1.757, 0.578], [1.713, -0.653, 0.108], [1.073, -0.934, -1.154], [0.252, -2.177, -1.158], [0.497, -3.138, -2.136], [-0.208, -4.326, -2.181], [-1.130, -4.541, -1.161], [-1.419, -3.631, -0.162], [-0.765, -2.354, -0.197], [-0.986, -1.410, 0.691], [-2.360, -4.039, 0.980], [-3.667, -3.262, 0.954], [-2.722, -5.515, 0.920], [-1.656, -3.802, 2.314], [-0.017, -5.388, -3.256], [-1.333, -5.602, -4.006], [0.416, -6.713, -2.623], [1.044, -4.988, -4.272], [2.432, 0.592, 0.128], [1.882, 1.746, -0.648], [2.774, 2.389, -1.499], [2.464, 3.538, -2.171], [1.201, 4.075, -1.930], [0.262, 3.503, -1.099], [0.550, 2.222, -0.445], [-0.305, 1.529, 0.264], [-1.056, 4.240, -0.872], [-1.089, 5.614, -1.511], [-1.281, 4.460, 0.623], [-2.187, 3.430, -1.461], [3.422, 4.236, -3.126], [4.757, 3.510, -3.242], [3.706, 5.657, -2.636], [2.804, 4.304, -4.524], [3.784, -1.447, 4.528], [2.789, 0.024, 4.779], [4.213, 0.088, 3.716], [1.645, -2.604, 3.721], [0.712, -1.741, 2.469], [0.816, -1.043, 4.068], [3.703, -2.473, 2.190], [4.145, -0.847, 1.627], [1.836, -2.620, 0.713], [3.267, -2.067, -0.181], [1.838, -1.023, -1.964], [0.421, -0.075, -1.406], [1.280, -2.928, -2.859], [-1.659, -5.488, -1.156], [-4.190, -3.406, -0.004], [-3.508, -2.207, 1.092], [-4.320, -3.619, 1.769], [-3.340, -5.752, 0.041], [-3.308, -5.768, 1.813], [-1.833, -6.161, 0.906], [-1.485, -2.749, 2.476], [-0.695, -4.343, 2.343], [-2.285, -4.172, 3.139], [-2.129, -5.921, -3.327], [-1.218, -6.370, -4.785], [-1.659, -4.669, -4.480], [-0.325, -7.074, -1.904], [1.364, -6.589, -2.089], [0.547, -7.486, -3.393], [0.777, -4.055, -4.781], [1.145, -5.773, -5.031], [2.021, -4.847, -3.797], [3.471, 0.430, -0.249], [2.523, 0.886, 1.191], [3.756, 1.938, -1.614], [0.950, 5.008, -2.419], [-0.287, 6.264, -1.129], [-2.050, 6.089, -1.267], [-1.013, 5.571, -2.608], [-0.513, 5.142, 1.033], [-1.244, 3.554, 1.166], [-2.279, 4.904, 0.793], [-2.078, 3.359, -2.559], [-3.153, 3.915, -1.229], [-2.209, 2.422, -1.061], [5.264, 3.449, -2.273], [5.413, 4.047, -3.936], [4.625, 2.489, -3.620], [4.170, 5.632, -1.643], [2.787, 6.244, -2.554], [4.384, 6.179, -3.326], [2.601, 3.295, -4.900], [3.481, 4.811, -5.226], [1.855, 4.849, -4.511], [-5.615, 1.096, -0.812], [-4.429, 1.031, -0.050], [-3.170, -0.027, -0.534], [-4.341, 1.766, 1.002], [-3.165, 1.618, 1.699], [-3.143, 2.377, 2.864], [-1.953, 2.460, 3.503], [-1.642, 3.239, 4.662], [-0.361, 3.340, 5.101], [0.684, 2.646, 4.405], [0.317, 1.859, 3.328], [-0.929, 1.735, 2.889], [-5.419, 0.970, -1.801], [-6.088, 1.981, -0.645], [-4.066, 2.866, 3.199], [-2.456, 3.767, 5.163], [-0.129, 3.951, 5.976], [1.727, 2.710, 4.712], [1.049, 1.277, 2.794], [-2.446, -0.518, 4.167], [-2.011, -0.676, 2.860], [-3.503, -0.183, 4.207], [-1.845, 0.222, 4.728], [-2.371, -1.490, 4.701]], "e_lumo_ev": 4.10, "gap_ev": 4.083, "relative_energy_kcal_mol": 0.0, "charge": -2, "spin_multiplicity": 1}